The following is a DFT calculation (ωB97M-V with the def2-TZVPD basis set) of a 6-piece molecular cluster, C26H26Cl6 overall at a distorted geometry.

## Properties
Energy above the lowest of the compared OMol25 structures with the same formula, charge and spin in kJ/mol: 0.0
Molecular weight in g/mol: 551.21
E_HOMO in Eh: -0.3350
Calculated total energy in Ha: -3767.4475
SMILES string: ClC(Cl)Cl.ClC(Cl)Cl.c1ccccc1.c1ccccc1.c1ccccc1.c1ccccc1
Kohn-Sham gap in eV: 9.63

ORCA input file:
```
! RIJCOSX wB97M-V def2-TZVPD def2/J DEFGRID3
* xyz 0 1
Cl -6.112 0.794 -2.159
C -4.530 1.230 -2.815
Cl -4.571 1.387 -4.632
Cl -3.297 0.053 -2.382
H -4.204 2.157 -2.380
Cl -1.401 -4.539 -0.966
C -1.335 -3.311 -2.192
Cl -0.602 -3.984 -3.637
Cl -0.489 -1.847 -1.607
H -2.344 -3.037 -2.372
C -0.743 -2.937 3.085
C 0.235 -2.710 2.119
C 1.549 -2.349 2.504
C 1.890 -2.253 3.832
C 0.895 -2.472 4.778
C -0.386 -2.825 4.411
H -1.795 -3.235 2.799
H 0.029 -2.701 1.052
H 2.320 -2.187 1.760
H 2.897 -1.901 4.017
H 1.053 -2.393 5.833
H -1.188 -2.979 5.121
C 3.867 -0.945 0.064
C 4.109 -0.188 1.234
C 3.235 0.848 1.536
C 2.093 1.047 0.769
C 1.882 0.331 -0.390
C 2.756 -0.681 -0.731
H 4.554 -1.764 -0.141
H 4.946 -0.418 1.884
H 3.438 1.450 2.428
H 1.325 1.746 1.039
H 1.145 0.578 -1.106
H 2.607 -1.293 -1.609
C -0.132 2.181 -2.977
C 0.879 3.038 -2.642
C 2.245 2.705 -2.816
C 2.582 1.526 -3.412
C 1.590 0.679 -3.789
C 0.224 0.970 -3.579
H -1.156 2.486 -2.699
H 0.574 4.005 -2.242
H 3.017 3.391 -2.518
H 3.587 1.236 -3.620
H 1.744 -0.248 -4.242
H -0.614 0.278 -3.786
C -3.484 2.493 1.455
C -2.423 2.677 0.583
C -1.303 1.845 0.564
C -1.256 0.718 1.427
C -2.304 0.506 2.290
C -3.405 1.342 2.294
H -4.270 3.202 1.500
H -2.518 3.501 -0.101
H -0.518 1.898 -0.155
H -0.369 0.124 1.414
H -2.293 -0.356 2.931
H -4.229 1.130 2.975
*
```

Computed natural (NBO) charges, given in elementary charges: number 1, Cl, carries 0.03; number 2, C, carries -0.26; number 3, Cl, carries -0.01; number 4, Cl, carries 0.02; number 5, H, carries 0.23; number 6, Cl, carries 0.03; number 7, C, carries -0.28; number 8, Cl, carries 0.03; number 9, Cl, carries 0.01; number 10, H, carries 0.22; number 11, C, carries -0.21; number 12, C, carries -0.23; number 13, C, carries -0.21; number 14, C, carries -0.21; number 15, C, carries -0.22; number 16, C, carries -0.23; number 17, H, carries 0.22; number 18, H, carries 0.22; number 19, H, carries 0.22; number 20, H, carries 0.21; number 21, H, carries 0.21; number 22, H, carries 0.21; number 23, C, carries -0.24; number 24, C, carries -0.22; number 25, C, carries -0.21; number 26, C, carries -0.21; number 27, C, carries -0.25; number 28, C, carries -0.16; number 29, H, carries 0.21; number 30, H, carries 0.22; number 31, H, carries 0.22; number 32, H, carries 0.22; number 33, H, carries 0.22; number 34, H, carries 0.21; number 35, C, carries -0.25; number 36, C, carries -0.16; number 37, C, carries -0.23; number 38, C, carries -0.21; number 39, C, carries -0.23; number 40, C, carries -0.21; number 41, H, carries 0.21; number 42, H, carries 0.20; number 43, H, carries 0.22; number 44, H, carries 0.22; number 45, H, carries 0.21; number 46, H, carries 0.22; number 47, C, carries -0.22; number 48, C, carries -0.22; number 49, C, carries -0.23; number 50, C, carries -0.23; number 51, C, carries -0.16; number 52, C, carries -0.22; number 53, H, carries 0.21; number 54, H, carries 0.20; number 55, H, carries 0.21; number 56, H, carries 0.23; number 57, H, carries 0.21; number 58, H, carries 0.21